(1)
Below is 8 unconnected molecules or ions with the total composition C54H119N5O8, with properties calculated with wB97M-V/def2-TZVPD.

SMILES = CC1(C)CCCC(C)(C)N1O.CC1(C)CCCC(C)(C)N1O.CC1(C)CCCC(C)(C)N1O.CC1(C)CCCC(C)(C)N1O.CC1(C)CCCC(C)(C)N1O.CC(C)O.CC(C)O.CC(C)O
frontier orbital gap = 9.00 eV
max |F| = 0.0694 Eh/bohr
LUMO = 0.41 eV

```
186
C54H119N5O8 (wB97M-V/def2-TZVPD)
C -2.30236 -1.54495 6.49748
C -2.43749 -1.06364 5.06222
C -2.11208 0.42750 5.03095
C -1.40707 -1.84968 4.22806
C -1.54585 -1.73461 2.72542
C -2.93335 -2.17520 2.33901
C -4.03947 -1.35196 3.15340
C -4.14202 0.11328 2.67250
C -5.39371 -1.99132 2.90095
N -3.74340 -1.44593 4.56265
O -4.69149 -0.72168 5.34620
H -2.89711 -0.92042 7.16218
H -2.57596 -2.57514 6.51073
H -1.23904 -1.48450 6.75292
H -1.25319 0.51242 5.69336
H -1.80835 0.92531 4.12615
H -2.90127 0.96131 5.55580
H -0.45454 -1.45046 4.51804
H -1.44026 -2.84897 4.54590
H -1.34552 -0.70833 2.41727
H -0.81050 -2.31515 2.17741
H -3.07424 -3.19669 2.74301
H -3.05971 -2.27762 1.23993
H -4.85633 0.61653 3.37845
H -4.59015 0.20687 1.69523
H -3.15740 0.60196 2.68464
H -6.21265 -1.36197 3.17997
H -5.31881 -2.89811 3.48802
H -5.44590 -2.24678 1.87702
H -5.09184 -1.34796 5.92905
C -2.00856 4.58604 -0.09560
C -2.23710 5.31004 1.21256
C -0.84992 5.72370 1.74672
C -3.20378 6.47249 1.14992
C -3.55412 6.95472 2.51068
C -4.24764 5.85888 3.29513
C -3.31614 4.64000 3.49882
C -2.20683 5.01922 4.58162
C -4.06842 3.40913 4.04548
N -2.85461 4.27910 2.10040
O -1.81736 3.27404 2.29849
H -1.80157 5.23209 -0.95849
H -1.16511 3.84644 -0.06685
H -2.92788 3.99963 -0.30559
H -0.21628 6.21357 0.98392
H -0.91817 6.32608 2.66216
H -0.32322 4.85054 1.97896
H -2.71965 7.31044 0.62692
H -4.05965 6.09032 0.58131
H -2.68815 7.29418 3.06545
H -4.21717 7.80145 2.37388
H -5.13062 5.49006 2.77040
H -4.49058 6.24799 4.26868
H -1.56275 5.87668 4.30964
H -1.70398 4.08719 4.72188
H -2.64446 5.19586 5.56383
H -4.72093 3.06602 3.22089
H -4.69824 3.72011 4.90074
H -3.32828 2.68471 4.42258
H -2.11458 2.54169 1.68789
C 1.65191 -3.15313 -7.17672
C 2.19674 -2.62729 -5.80832
C 1.60235 -1.20494 -5.59629
C 1.79854 -3.60149 -4.67453
C 2.54333 -3.21461 -3.40662
C 4.02818 -3.17590 -3.66979
C 4.54001 -2.28403 -4.88397
C 4.54946 -0.81876 -4.53052
C 5.92730 -2.76453 -5.23004
N 3.68172 -2.66563 -5.99605
O 3.95436 -1.83694 -7.19567
H 2.26684 -4.02855 -7.47316
H 0.61574 -3.39821 -7.06459
H 1.63705 -2.41767 -7.98948
H 0.58107 -1.19764 -5.82471
H 1.78039 -0.83436 -4.61669
H 2.16624 -0.51666 -6.28574
H 0.72183 -3.49811 -4.63362
H 2.03843 -4.61212 -4.96179
H 1.98114 -2.37284 -3.01639
H 2.32337 -3.92583 -2.59791
H 4.48927 -4.22985 -3.81258
H 4.55448 -2.70702 -2.79349
H 5.13802 -0.64741 -3.58692
H 3.54401 -0.49905 -4.28911
H 4.80363 -0.22048 -5.39159
H 5.95442 -3.83981 -5.51419
H 6.50631 -2.66357 -4.34100
H 6.40154 -2.15054 -5.99939
H 4.16698 -2.53080 -7.75369
C 5.10789 4.84879 2.36700
C 4.12520 3.66926 2.09356
C 2.96080 4.22911 1.22629
C 4.94548 2.63798 1.29566
C 4.33685 1.28359 1.28245
C 3.96403 0.81432 2.69591
C 2.91640 1.83069 3.35821
C 1.52559 1.65047 2.65080
C 2.69356 1.41672 4.81851
N 3.65871 3.11457 3.36356
O 2.70446 4.07710 3.92997
H 5.54403 5.18729 1.40868
H 4.51267 5.60349 2.80877
H 5.83318 4.54285 3.07033
H 3.39081 4.56545 0.30221
H 2.30978 3.38677 0.93782
H 2.41970 4.99948 1.81048
H 4.87635 3.07928 0.25892
H 5.99857 2.74659 1.63644
H 3.47982 1.38617 0.61945
H 5.00275 0.61921 0.77922
H 4.85073 0.81530 3.29392
H 3.50511 -0.17869 2.71534
H 1.17824 0.64961 2.81652
H 1.67907 1.72169 1.56166
H 0.83613 2.37471 2.95233
H 2.58664 0.30270 4.87068
H 1.79803 1.84176 5.32039
H 3.63968 1.68488 5.41972
H 3.24339 4.40170 4.63439
C 0.60503 -6.68675 1.24680
C 0.05150 -5.88263 -0.00695
C 1.02120 -4.57714 -0.11989
C 0.15545 -6.70950 -1.23711
C -0.55438 -6.05201 -2.42306
C -1.99220 -5.76540 -2.08127
C -2.16536 -4.90704 -0.78726
C -1.84133 -3.45888 -1.00039
C -3.62243 -4.95582 -0.35006
N -1.32197 -5.58942 0.24211
O -1.33480 -4.78549 1.45211
H 0.87460 -5.98705 2.04235
H -0.12568 -7.41662 1.52595
H 1.47386 -7.11113 0.82920
H 1.01427 -4.11107 -1.11922
H 0.62365 -3.90058 0.69436
H 2.10156 -4.71166 0.10453
H 1.20435 -6.94715 -1.51338
H -0.39078 -7.64127 -1.03649
H 0.08493 -5.19517 -2.72680
H -0.41382 -6.72748 -3.25276
H -2.54802 -6.71226 -1.93640
H -2.55006 -5.28638 -2.94043
H -1.02043 -3.29415 -1.66635
H -1.69248 -2.96172 -0.00570
H -2.72208 -2.97855 -1.51532
H -3.87263 -4.19516 0.38724
H -3.77509 -5.99068 -0.05646
H -4.24819 -4.74347 -1.22548
H -1.95830 -5.26932 1.97994
C -1.69134 -0.13040 -0.50101
C -0.33857 0.36154 -0.78962
C 0.65741 -0.61203 -0.22007
O -0.11067 0.49315 -2.21972
H -2.47235 0.52396 -0.87568
H -1.92193 -0.11015 0.58060
H -1.78421 -1.20264 -0.75608
H -0.30447 1.33088 -0.42559
H 0.52159 -1.62603 -0.56726
H 0.58207 -0.66519 0.92388
H 1.65080 -0.08299 -0.36237
H -0.79430 -0.09031 -2.64139
C -3.88814 0.55270 -3.90270
C -3.12349 -0.53121 -4.66368
C -2.54182 0.04291 -5.95125
O -2.04119 -1.10992 -3.93121
H -3.32802 1.48320 -3.91008
H -4.18086 0.30876 -2.90913
H -4.77976 0.75102 -4.51801
H -3.81800 -1.37972 -4.97589
H -3.29784 0.65084 -6.49952
H -2.24348 -0.67107 -6.69642
H -1.70972 0.65246 -5.70016
H -2.28963 -1.84885 -3.38678
C 2.95867 4.40866 -2.31066
C 3.25774 3.02616 -2.83342
C 4.71507 2.85720 -3.13761
O 2.94617 1.94127 -1.97408
H 3.72301 4.62233 -1.54439
H 2.04754 4.60332 -1.76735
H 3.06359 5.01852 -3.17701
H 2.66172 2.93953 -3.74796
H 4.83326 1.94016 -3.74045
H 5.30653 2.77531 -2.27190
H 4.99522 3.64866 -3.77793
H 1.98760 1.75734 -1.85291
```

***

(2)
Below is a molecular structure, C24H30N2O6, with properties calculated with wB97M-V/def2-TZVPD.

frontier orbital gap = 8.43 eV
max |F| = 0.3875 Eh/bohr
LUMO = 0.16 eV

```
62
C24H30N2O6 (wB97M-V/def2-TZVPD)
C -2.23604 -4.36275 0.06551
C -1.35126 -3.28402 -0.37001
C -0.53524 -2.72081 0.42921
C 0.47739 -1.64632 -0.20050
C 0.46608 -1.30587 -1.67630
C 1.47360 -0.61216 -2.30568
C 2.48540 0.11765 -1.51030
C 2.19228 -0.00419 -0.24437
C 1.36154 -0.87041 0.40765
O 1.33661 -0.91474 1.89099
C 1.78146 -0.13756 2.65138
C 0.61942 0.43931 3.48135
O 0.69740 0.45788 4.79757
N -0.36848 1.07824 3.09352
C -0.57323 1.62896 1.60305
H 0.54085 1.31089 1.12182
C -1.60742 0.98150 1.12865
H -1.72243 1.22844 0.05555
H -1.65298 -0.27152 1.04243
C -2.89739 0.99938 1.89453
C -3.50268 2.57039 1.63034
O -2.65555 3.29218 1.31697
N -4.76421 2.57775 2.10532
H -5.20877 1.81124 2.41162
H -5.40535 3.57271 1.86995
H -3.82933 0.44036 1.52861
C -2.65520 0.92681 3.36336
C -1.61970 1.38422 3.85576
H -1.15656 1.20234 4.89910
H -1.62379 2.60026 3.87505
H -3.68956 0.94045 3.90908
H -2.61333 -0.24465 3.33530
H -0.69765 2.60342 1.68522
H 2.27671 1.03880 2.15745
H 2.65591 -0.31230 3.33206
H 2.91551 0.37463 0.40742
O 3.00813 1.03101 -2.14795
C 3.16964 1.19357 -3.30028
C 1.90709 2.34988 -3.56412
H 2.30115 3.12142 -3.08240
H 1.07987 2.07179 -2.93616
H 1.93545 2.45913 -4.57937
C 4.43596 1.90316 -3.93347
H 4.39742 2.36159 -4.90766
H 5.09199 1.08729 -3.94026
H 4.54768 2.80690 -3.09412
C 2.67542 0.17594 -4.17724
C 1.36348 -0.41893 -3.65248
H 0.35187 -0.00520 -4.16797
H 1.30701 -1.65599 -4.31104
H 3.38974 -0.65501 -4.18440
H 2.49940 0.34523 -5.34673
O -0.54844 -2.19400 -2.33249
C -1.21196 -3.03089 -1.80563
O -1.99328 -3.55364 -2.54863
C -0.25317 -3.17902 1.92673
H 0.68336 -3.12382 2.03092
H -0.85497 -3.93115 1.96859
H -0.73727 -2.27133 2.41101
H -1.64236 -5.31433 0.64325
H -2.96985 -3.81977 0.76987
H -2.84739 -4.64428 -0.77663
```

***

(3)
Below is a single C4H8ClN molecule, with properties calculated with wB97M-V/def2-TZVPD.

SMILES = ClCC1CNC1
frontier orbital gap = 9.46 eV
max |F| = 0.0453 Eh/bohr
LUMO = 0.99 eV

```
14
C4H8ClN (wB97M-V/def2-TZVPD)
Cl -2.58361 0.56721 0.36672
C -1.31766 -0.65762 0.88872
C 0.07492 -0.36181 0.33907
C 0.36318 -0.40992 -1.13652
N 1.31071 0.65812 -1.00250
C 0.66150 1.07929 0.24992
H -1.60666 -1.57738 0.46204
H -1.33720 -0.72995 1.98911
H 0.73873 -0.97978 0.92154
H 0.67537 -1.34569 -1.52061
H -0.46345 -0.02655 -1.67861
H 2.29804 0.51078 -0.95148
H 1.35373 1.46190 0.96725
H -0.16760 1.81141 0.10535
```

***

(4)
Below is a molecular structure, C3H10FN3, with properties calculated with wB97M-V/def2-TZVPD.

net charge = +2
frontier orbital gap = 10.70 eV
max |F| = 0.1116 Eh/bohr
LUMO = -8.25 eV

```
17
C3H10FN3 (wB97M-V/def2-TZVPD)
C -0.90834 -0.43466 -1.22373
C 0.11889 -0.04528 -0.42342
C -0.08729 0.87679 0.75899
N 0.76802 1.91352 0.94860
N -0.51775 -1.21230 -2.49856
N 0.22568 -0.29972 2.25035
F 1.36539 -0.22754 -0.73847
H -1.90508 -0.40580 -1.11754
H -1.10490 1.05068 0.93701
H 0.60273 2.82715 1.35148
H 1.75683 1.84332 0.73839
H 0.45255 -1.62615 -2.47908
H -0.64322 -0.65214 -3.32743
H -1.06896 -2.07922 -2.73368
H -0.41308 -1.06023 2.32726
H 1.12239 -0.73751 2.09726
H 0.23615 0.26909 3.13257
```